## A
{
  "formula": "C35H59AsBaF6N2O9PSSe",
  "method": "the ωB97M-V functional and the def2-TZVPD basis",
  "e_lumo_ev": [3.96, 3.68],
  "s2": 0.754,
  "molar_mass_g_mol": 1120.10,
  "multiplicity": 2,
  "homo_ha": [-0.07525, -0.07526],
  "homo_lumo_gap_ev": [6.0, 5.7],
  "total_charge": -2,
  "species": ["Ba", "C", "C", "C", "C", "C", "C", "C", "Se", "C", "C", "C", "C", "C", "C", "O", "C", "C", "C", "C", "C", "C", "C", "C", "C", "O", "C", "C", "C", "C", "C", "C", "H", "H", "H", "H", "H", "H", "H", "H", "H", "H", "H", "H", "H", "H", "H", "H", "H", "H", "H", "H", "H", "H", "H", "H", "H", "H", "H", "H", "H", "H", "H", "H", "H", "H", "H", "H", "H", "H", "H", "H", "N", "C", "H", "N", "H", "H", "H", "F", "As", "F", "F", "F", "F", "F", "O", "S", "O", "O", "O", "C", "C", "O", "P", "O", "C", "C", "O", "C", "C", "H", "H", "H", "H", "H", "H", "H", "H", "H", "H", "H", "H", "H", "H", "H"],
  "xyz": [[-0.727, 0.418, -2.267], [-0.018, -4.861, 3.815], [1.223, -3.976, 3.692], [1.423, -3.256, 5.035], [2.432, -4.882, 3.420], [1.077, -2.946, 2.573], [-0.063, -2.820, 1.784], [-0.132, -1.852, 0.802], [-1.766, -1.659, -0.208], [-2.561, -0.361, 0.996], [-3.171, -0.783, 2.154], [-3.700, 0.144, 3.057], [-3.566, 1.485, 2.719], [-2.950, 1.959, 1.557], [-2.433, 1.020, 0.628], [-1.889, 1.299, -0.502], [-2.888, 3.488, 1.368], [-2.171, 4.118, 2.575], [-2.137, 3.952, 0.112], [-4.319, 4.045, 1.279], [-4.387, -0.344, 4.335], [-3.394, -1.168, 5.170], [-4.892, 0.812, 5.198], [-5.589, -1.228, 3.968], [0.923, -0.929, 0.508], [0.786, -0.097, -0.459], [2.073, -1.038, 1.355], [2.104, -2.039, 2.319], [3.302, -0.107, 1.287], [3.154, 1.078, 0.324], [4.523, -0.922, 0.833], [3.568, 0.490, 2.680], [0.120, -5.584, 4.625], [-0.905, -4.262, 4.039], [-0.201, -5.413, 2.888], [1.483, -3.977, 5.860], [2.340, -2.661, 5.031], [0.585, -2.579, 5.224], [2.542, -5.634, 4.212], [2.308, -5.397, 2.464], [3.357, -4.301, 3.370], [-0.923, -3.467, 1.912], [-3.223, -1.851, 2.344], [-3.969, 2.225, 3.402], [-1.155, 3.720, 2.651], [-2.109, 5.205, 2.450], [-2.685, 3.912, 3.517], [-1.119, 3.564, 0.094], [-2.627, 3.620, -0.802], [-2.103, 5.048, 0.111], [-4.901, 3.816, 2.176], [-4.296, 5.134, 1.149], [-4.833, 3.607, 0.419], [-2.524, -0.560, 5.432], [-3.865, -1.528, 6.093], [-3.034, -2.034, 4.607], [-4.069, 1.457, 5.517], [-5.621, 1.422, 4.657], [-5.381, 0.415, 6.094], [-5.270, -2.098, 3.387], [-6.101, -1.584, 4.871], [-6.301, -0.665, 3.359], [3.001, -2.117, 2.930], [3.064, 0.746, -0.703], [2.270, 1.672, 0.556], [4.045, 1.715, 0.413], [4.340, -1.317, -0.171], [5.418, -0.286, 0.802], [4.720, -1.764, 1.503], [2.677, 1.016, 3.035], [3.827, -0.272, 3.419], [4.396, 1.207, 2.630], [0.804, -3.252, -2.408], [0.198, -2.352, -2.964], [1.272, -3.954, -2.980], [-4.758, 0.181, -2.005], [-4.679, 0.542, -2.950], [-4.188, -0.658, -1.988], [-4.262, 0.851, -1.422], [-1.176, 2.403, -3.098], [-2.179, 2.871, -4.504], [-2.802, 1.322, -4.881], [-3.438, 3.051, -3.341], [-3.232, 3.548, -5.700], [-1.611, 4.472, -4.182], [-0.929, 2.691, -5.667], [-1.370, -1.078, -5.996], [-1.041, -0.761, -4.653], [-0.168, 0.385, -4.445], [-2.053, -0.891, -3.629], [-0.020, -2.087, -4.265], [3.173, -2.147, -5.576], [2.496, -0.843, -5.961], [2.804, 0.214, -5.057], [2.392, 0.213, -3.455], [3.798, -0.289, -2.804], [5.042, 0.353, -3.084], [6.158, -0.593, -2.699], [2.662, 1.810, -3.257], [1.872, 2.821, -3.910], [2.792, 3.767, -4.650], [2.899, -2.935, -6.282], [2.857, -2.455, -4.575], [4.259, -2.030, -5.569], [1.418, -0.984, -6.048], [2.859, -0.507, -6.932], [5.109, 1.277, -2.507], [5.101, 0.614, -4.142], [6.071, -0.865, -1.645], [7.128, -0.116, -2.864], [6.107, -1.510, -3.292], [1.304, 3.356, -3.151], [1.180, 2.372, -4.623], [3.521, 4.215, -3.970], [2.194, 4.558, -5.109], [3.327, 3.227, -5.434]]
}

## B
{
  "formula": "C35H59AsBaF6N2O9PSSe",
  "method": "the ωB97M-V functional and the def2-TZVPD basis",
  "e_lumo_ev": [3.94, 3.94],
  "s2": 0.754,
  "molar_mass_g_mol": 1120.10,
  "multiplicity": 2,
  "homo_ha": [-0.07863, -0.07863],
  "homo_lumo_gap_ev": [6.1, 6.1],
  "total_charge": -2,
  "species": ["Ba", "C", "C", "C", "C", "C", "C", "C", "Se", "C", "C", "C", "C", "C", "C", "O", "C", "C", "C", "C", "C", "C", "C", "C", "C", "O", "C", "C", "C", "C", "C", "C", "H", "H", "H", "H", "H", "H", "H", "H", "H", "H", "H", "H", "H", "H", "H", "H", "H", "H", "H", "H", "H", "H", "H", "H", "H", "H", "H", "H", "H", "H", "H", "H", "H", "H", "H", "H", "H", "H", "H", "H", "N", "C", "H", "N", "H", "H", "H", "F", "As", "F", "F", "F", "F", "F", "O", "S", "O", "O", "O", "C", "C", "O", "P", "O", "C", "C", "O", "C", "C", "H", "H", "H", "H", "H", "H", "H", "H", "H", "H", "H", "H", "H", "H", "H"],
  "xyz": [[1.685, 0.736, -1.951], [-5.836, 2.672, 1.636], [-4.914, 3.902, 1.623], [-5.359, 4.844, 0.495], [-5.094, 4.638, 2.951], [-3.471, 3.460, 1.397], [-3.126, 2.762, 0.241], [-1.843, 2.305, 0.032], [-1.528, 1.213, -1.512], [-1.796, -0.491, -0.651], [-3.124, -0.881, -0.528], [-3.495, -1.992, 0.208], [-2.463, -2.660, 0.870], [-1.127, -2.309, 0.787], [-0.718, -1.240, -0.096], [0.523, -0.993, -0.355], [-0.094, -3.083, 1.612], [0.935, -2.139, 2.254], [-0.743, -3.872, 2.758], [0.618, -4.088, 0.702], [-4.940, -2.458, 0.365], [-5.911, -1.589, -0.436], [-5.078, -3.906, -0.129], [-5.355, -2.393, 1.842], [-0.766, 2.504, 0.962], [0.385, 2.004, 0.746], [-1.125, 3.252, 2.138], [-2.442, 3.669, 2.309], [-0.167, 3.527, 3.315], [1.316, 3.270, 3.029], [-0.269, 4.999, 3.756], [-0.569, 2.627, 4.495], [-6.881, 2.968, 1.782], [-5.549, 1.991, 2.440], [-5.766, 2.120, 0.697], [-6.396, 5.163, 0.640], [-5.286, 4.354, -0.477], [-4.722, 5.731, 0.468], [-6.140, 4.933, 3.071], [-4.480, 5.541, 2.992], [-4.824, 4.004, 3.798], [-3.874, 2.538, -0.513], [-3.868, -0.263, -1.013], [-2.733, -3.496, 1.504], [0.438, -1.454, 2.947], [1.448, -1.546, 1.503], [1.664, -2.729, 2.820], [-1.398, -3.234, 3.355], [0.042, -4.263, 3.410], [-1.325, -4.726, 2.402], [1.124, -3.555, -0.096], [-0.102, -4.785, 0.263], [1.363, -4.663, 1.265], [-5.668, -1.599, -1.500], [-5.891, -0.553, -0.093], [-6.930, -1.966, -0.313], [-4.792, -3.977, -1.180], [-6.110, -4.256, -0.023], [-4.431, -4.578, 0.438], [-5.261, -1.372, 2.216], [-4.720, -3.033, 2.458], [-6.393, -2.719, 1.969], [-2.682, 4.184, 3.231], [1.678, 3.905, 2.218], [1.502, 2.238, 2.749], [1.889, 3.514, 3.931], [-0.037, 5.661, 2.919], [0.447, 5.196, 4.560], [-1.262, 5.260, 4.126], [-0.477, 1.577, 4.212], [-1.605, 2.805, 4.794], [0.077, 2.812, 5.360], [3.995, -0.849, -5.765], [2.919, -0.409, -5.367], [4.285, -0.551, -6.700], [2.788, 2.887, -0.350], [3.729, 2.964, 0.013], [2.096, 2.758, 0.390], [2.582, 3.754, -0.833], [4.079, 1.395, -3.011], [5.065, 2.685, -3.739], [3.803, 3.813, -3.381], [5.768, 2.983, -2.173], [6.024, 3.934, -4.460], [6.304, 1.507, -4.047], [4.349, 2.334, -5.268], [-0.320, 1.075, -5.989], [0.673, 0.807, -5.001], [1.222, 1.945, -4.286], [0.438, -0.313, -4.098], [1.947, 0.275, -5.968], [5.673, -3.769, 0.818], [4.683, -4.440, -0.116], [4.402, -3.653, -1.271], [3.443, -2.320, -1.024], [4.497, -1.100, -1.065], [5.572, -1.052, -2.045], [6.778, -0.425, -1.389], [2.910, -2.139, -2.562], [1.919, -3.061, -3.054], [2.563, -4.036, -4.016], [5.852, -4.406, 1.688], [5.290, -2.810, 1.170], [6.623, -3.592, 0.311], [3.753, -4.668, 0.413], [5.095, -5.378, -0.493], [5.238, -0.455, -2.887], [5.776, -2.063, -2.396], [6.532, 0.575, -1.032], [7.581, -0.330, -2.121], [7.130, -1.029, -0.548], [1.160, -2.460, -3.551], [1.441, -3.576, -2.216], [3.043, -3.488, -4.827], [1.803, -4.699, -4.437], [3.318, -4.637, -3.508]]
}

Most stable: B

## A
{
  "formula": "C4H14N3",
  "method": "the ωB97M-V functional and the def2-TZVPD basis",
  "e_lumo_ev": -3.15,
  "molar_mass_g_mol": 104.18,
  "multiplicity": 1,
  "homo_ha": -0.53084,
  "homo_lumo_gap_ev": 11.3,
  "total_charge": 1,
  "species": ["C", "C", "N", "N", "N", "H", "H", "H", "H", "H", "H", "H", "H", "C", "C", "H", "H", "H", "H", "H", "H"],
  "xyz": [[1.785, 0.078, -0.979], [1.242, 0.686, 1.380], [1.326, -0.186, 0.368], [1.801, 1.877, 1.258], [0.597, 0.342, 2.493], [1.255, -1.141, 0.602], [2.322, 2.142, 0.444], [1.826, 2.535, 2.020], [0.338, -0.574, 2.807], [0.604, 1.062, 3.179], [2.402, 0.930, -1.214], [0.934, 0.100, -1.647], [2.399, -0.755, -1.318], [-1.950, -1.293, -1.777], [-2.655, -0.478, -0.631], [-2.412, -2.269, -1.726], [-2.130, -0.809, -2.729], [-0.901, -1.361, -1.490], [-3.117, 0.442, -0.994], [-3.528, -1.074, -0.347], [-2.136, -0.253, 0.299]]
}

## B
{
  "formula": "C4H14N3",
  "method": "the ωB97M-V functional and the def2-TZVPD basis",
  "e_lumo_ev": -2.99,
  "molar_mass_g_mol": 104.18,
  "multiplicity": 1,
  "homo_ha": -0.48762,
  "homo_lumo_gap_ev": 10.3,
  "total_charge": 1,
  "species": ["C", "C", "N", "H", "H", "H", "H", "H", "H", "H", "C", "N", "C", "N", "H", "H", "H", "H", "H", "H", "H"],
  "xyz": [[-0.165, 0.610, 2.529], [0.040, -0.879, 2.302], [-0.371, -1.248, 0.923], [-1.189, 0.901, 2.295], [0.014, 0.878, 3.574], [0.510, 1.218, 1.924], [1.094, -1.112, 2.406], [-0.525, -1.437, 3.043], [-0.401, -2.261, 0.867], [-1.341, -0.965, 0.825], [-1.150, -0.168, -2.690], [1.805, 1.053, -0.905], [0.591, 0.665, -1.218], [0.212, 0.296, -2.405], [-1.349, -0.018, -3.744], [-1.857, 0.423, -2.121], [-1.239, -1.225, -2.461], [2.534, 1.116, -1.601], [2.049, 1.222, 0.056], [-0.147, 0.660, -0.436], [0.884, 0.270, -3.160]]
}

Most stable: B

## A
{
  "formula": "C4H14N3",
  "method": "the ωB97M-V functional and the def2-TZVPD basis",
  "e_lumo_ev": -2.97,
  "molar_mass_g_mol": 104.18,
  "multiplicity": 1,
  "homo_ha": -0.52659,
  "homo_lumo_gap_ev": 11.4,
  "total_charge": 1,
  "species": ["C", "C", "N", "N", "N", "H", "H", "H", "H", "H", "H", "H", "H", "C", "C", "H", "H", "H", "H", "H", "H"],
  "xyz": [[-1.288, 2.292, -0.457], [-0.740, 0.349, 0.931], [-0.424, 1.529, 0.420], [-1.874, -0.305, 0.639], [0.050, -0.202, 1.879], [0.451, 1.980, 0.623], [-2.617, 0.073, 0.083], [-2.071, -1.147, 1.164], [0.809, 0.335, 2.272], [0.381, -1.155, 1.824], [-1.392, 3.272, 0.009], [-2.337, 2.040, -0.457], [-0.929, 2.461, -1.518], [0.843, -1.760, -1.059], [2.198, -1.088, -0.873], [0.722, -2.782, -0.737], [0.157, -1.570, -0.204], [0.521, -1.598, -2.073], [2.672, -1.572, -0.015], [2.122, -0.011, -0.656], [2.746, -1.139, -1.795]]
}

## B
{
  "formula": "C4H14N3",
  "method": "the ωB97M-V functional and the def2-TZVPD basis",
  "e_lumo_ev": -8.34,
  "molar_mass_g_mol": 104.18,
  "multiplicity": 1,
  "homo_ha": -0.49657,
  "homo_lumo_gap_ev": 5.2,
  "total_charge": 1,
  "species": ["N", "C", "C", "C", "N", "C", "N", "H", "H", "H", "H", "H", "H", "H", "H", "H", "H", "H", "H", "H", "H"],
  "xyz": [[-0.129, -1.354, 0.178], [-0.101, 0.041, -0.031], [0.472, 0.994, 1.116], [0.180, 0.137, 2.439], [0.895, -1.040, 2.691], [0.572, 0.299, -1.449], [-0.021, -0.540, -2.440], [-1.080, -1.698, 0.029], [-7.752, 6.480, -9.086], [1.890, -1.030, 2.661], [-1.175, 0.350, -0.157], [1.515, 1.190, 1.115], [-0.042, 1.917, 1.032], [0.305, 0.674, 3.367], [-0.864, -0.040, 2.292], [-7.977, 6.100, -10.155], [0.575, -1.683, 1.860], [1.616, -0.003, -1.169], [0.577, 1.371, -1.770], [0.102, -1.468, -2.089], [0.361, -0.456, -3.386]]
}

Most stable: A